Molecular formula: C22H60N4O8
Method: DFT, ωB97M-V/def2-TZVPD

XYZ file:
```
94
Properties=species:S:1:pos:R:3:forces:R:3:mulliken_charge:R:1
C -5.854846 -2.330453 -2.461506 -1.2 -0.8 -1.9 -0.770
O -4.690761 -2.499754 -1.707027 0.2 -0.1 -0.3 -0.310
C -4.387013 -1.503202 -0.749149 -0.4 -0.7 1.6 -0.857
C -3.067939 -1.876902 -0.017323 -0.3 0.6 -2.8 0.920
C -3.222781 -3.104955 0.782239 -0.5 -0.6 2.7 -1.425
N -2.552653 -0.663676 0.601682 0.9 0.0 0.7 0.195
H -6.831498 -2.614796 -2.005280 0.7 0.5 0.7 0.298
H -5.888395 -3.079645 -3.343823 0.8 1.2 1.2 0.244
H -5.963175 -1.309636 -2.894434 0.2 -0.5 0.3 0.295
H -4.269758 -0.500628 -1.144031 -0.1 0.2 -0.5 0.430
H -5.191655 -1.505195 0.023319 0.1 0.3 -0.4 0.395
H -2.451790 -2.174291 -0.883639 0.5 0.6 0.2 -0.060
H -2.237417 -3.543270 1.129957 -1.1 0.8 0.0 0.181
H -3.750722 -3.920970 0.285902 0.0 0.3 -0.4 0.379
H -3.908906 -2.762658 1.634576 1.1 -1.0 -0.4 0.270
H -3.189832 -0.208606 1.262785 -0.1 -0.5 -0.3 0.316
H -1.685227 -0.829959 1.148443 -0.8 -0.1 -0.5 -0.376
C -0.372752 3.062072 5.253637 -1.4 1.0 -0.8 -0.626
O -1.493328 2.786664 4.344684 1.4 0.2 0.5 -0.298
C -1.393900 3.722376 3.258284 -1.6 0.3 0.1 -1.074
C -2.006756 3.156001 1.950963 1.9 1.0 0.7 0.466
C -1.024311 2.137933 1.398066 -0.1 -0.1 -0.8 -0.287
N -1.993494 4.309907 1.032855 -0.2 -0.7 -0.1 -0.611
H -0.236367 2.443990 6.114205 -0.9 -1.0 0.4 0.291
H -0.482024 4.096021 5.656147 0.4 -0.5 -0.6 0.276
H 0.486802 2.879928 4.658836 1.2 0.5 -0.4 0.183
H -1.952631 4.653401 3.601028 0.7 -0.7 -0.6 0.362
H -0.379146 3.977735 2.917104 0.0 0.0 0.8 0.448
H -2.933461 2.648406 2.157811 -0.8 0.1 -0.1 0.268
H -1.302802 1.879003 0.337648 0.1 -0.2 1.3 -0.132
H -0.984771 1.281917 2.068054 -0.2 -0.4 -0.3 -0.143
H 0.001829 2.528539 1.368344 -0.3 0.2 0.0 0.344
H -2.450147 5.134672 1.388921 -0.3 0.0 0.1 0.237
H -2.424717 4.036480 0.160176 0.0 0.2 -0.1 0.243
C 2.959012 -3.229800 0.863805 -2.3 -1.8 2.5 -1.013
O 1.935326 -2.449019 0.307379 0.5 0.5 0.4 -0.356
C 2.466996 -1.681584 -0.723881 -0.6 2.0 -1.7 -0.758
C 1.320325 -1.065574 -1.546657 -0.4 -0.6 -0.9 -0.420
N 0.722928 0.047811 -0.839695 0.0 0.9 -0.4 2.177
C 0.443652 1.237004 -1.668087 0.2 -0.1 0.5 -0.994
C -0.762819 1.169302 -2.652161 0.5 -1.3 0.9 -0.974
O -1.145353 -0.213658 -2.809265 -0.4 0.9 -0.4 -0.156
C -2.122313 -0.350679 -3.844936 0.3 0.0 0.8 -0.970
H 3.778172 -2.704493 1.334646 0.3 0.4 -0.3 0.341
H 3.231933 -4.012487 0.183989 0.7 -0.2 -0.6 0.369
H 2.406921 -3.794300 1.689147 1.0 0.6 -0.7 0.295
H 3.076119 -2.297809 -1.369673 0.3 -0.4 -0.3 0.604
H 3.073033 -0.786902 -0.411178 -0.4 -1.1 0.4 -0.061
H 0.524906 -1.829522 -1.841206 1.1 0.7 0.4 0.194
H 1.719907 -0.642318 -2.493940 0.1 -0.6 0.5 0.079
H -0.087858 -0.264657 -0.352885 -0.8 0.0 0.3 -0.955
H 1.409175 1.425195 -2.196001 -0.8 0.1 0.2 0.167
H 0.224213 2.093963 -1.000055 0.5 -0.4 -0.3 0.389
H -0.361582 1.504193 -3.599307 -0.5 0.6 -0.5 0.551
H -1.610101 1.780426 -2.255220 0.4 -0.4 -0.6 0.292
H -3.069867 0.110731 -3.553934 -0.1 0.0 0.1 0.283
H -2.272482 -1.420659 -3.994440 0.0 0.2 -0.2 0.278
H -1.788860 0.163778 -4.743315 0.1 -0.2 -0.4 0.342
C 3.337818 -2.080949 -4.886129 -1.7 0.4 0.1 -0.782
O 4.118211 -1.251685 -4.068985 0.9 0.8 -1.0 -0.300
C 4.044132 0.125042 -4.520730 -0.8 0.5 1.2 -0.263
C 4.769622 1.031453 -3.483412 0.9 -0.4 -0.6 -0.790
N 4.079414 1.058900 -2.220573 -1.1 -1.5 0.3 0.302
C 4.269763 2.251202 -1.470367 0.0 1.3 -0.2 -1.321
C 3.509959 2.292003 -0.143082 -0.9 1.8 -0.5 0.439
O 3.718594 1.178165 0.631744 0.7 -0.6 0.8 -0.436
C 2.704712 0.984130 1.626684 1.8 -1.8 0.2 -0.151
H 3.211781 -3.068193 -4.437515 0.3 0.1 0.0 0.275
H 3.666250 -2.165182 -5.910742 0.7 -0.1 -0.4 0.362
H 2.312575 -1.640257 -4.996056 0.4 -0.3 0.3 0.234
H 2.973938 0.337400 -4.429168 -0.1 0.5 0.0 0.063
H 4.254367 0.389244 -5.590246 0.7 -0.9 0.7 0.428
H 4.826835 2.086114 -3.835260 -0.3 -0.7 -0.1 0.422
H 5.857995 0.727555 -3.392341 -0.9 0.0 -0.1 0.264
H 4.084769 0.192123 -1.651759 0.4 1.0 -0.8 -0.011
H 3.852862 3.094919 -2.118543 0.6 -0.7 1.0 0.413
H 5.343958 2.426864 -1.335206 0.1 0.4 0.3 0.463
H 2.427952 2.332486 -0.398592 0.4 0.2 0.1 -0.287
H 3.768198 3.249795 0.432893 -0.2 -1.0 -0.8 0.384
H 2.626505 1.799655 2.344387 0.0 0.3 -0.1 0.477
H 3.121870 0.063068 2.172162 -1.1 1.2 -0.5 0.077
H 1.794068 0.785018 1.079435 -0.6 -0.2 0.3 -0.085
C -2.545130 -1.179160 5.193061 -1.9 1.6 -0.5 -0.193
O -3.993455 -1.262376 4.912513 1.3 0.1 0.3 -0.546
H -2.369839 -0.856312 6.236997 -0.1 -0.3 -0.5 0.270
H -2.009324 -2.067981 4.950090 0.2 -0.8 -0.1 0.287
H -2.258314 -0.378446 4.490340 0.4 -0.3 0.5 -0.057
H -4.295233 -2.158018 5.041588 0.0 -0.4 0.2 0.283
C 0.461598 -1.966007 3.361383 0.0 0.2 0.9 -0.675
O -0.011367 -1.571697 2.147219 -0.8 0.7 -2.5 -0.233
H -0.110346 -1.399443 4.099545 0.2 -0.4 0.3 0.156
H 0.333116 -3.042361 3.472751 0.2 -0.2 0.5 0.220
H 1.484430 -1.639246 3.422973 0.8 -0.3 0.6 0.266
H 0.652677 -1.773212 1.460355 -0.2 0.0 0.1 0.272
```
Forces are in eV/Å.

Output
E_LUMO = 0.8 eV
SMILES string = COC[C@H](C)N.COC[C@H](C)N.COCCNCCOC.COCCNCCOC.CO.CO
Kohn-Sham gap = 9.1 eV
E = -1694.91201 hartree



Molecular formula: C12H18Cl3N3OOsS3Sb
Method: DFT, ωB97M-V/def2-TZVPD

XYZ file:
```
42
Properties=species:S:1:pos:R:3:forces:R:3:mulliken_charge:R:1
Os -0.465714 -1.038865 -0.384010 0.2 0.3 -0.3 2.037
N -0.583185 1.664303 -4.204262 0.0 -0.1 0.0 -0.098
C -0.258767 1.481979 -2.730446 0.0 -0.1 -0.1 0.723
C 1.137342 1.997886 -2.438951 0.0 0.0 0.0 -1.385
C 1.450782 1.887058 -0.943712 0.0 0.0 0.0 -0.093
N 1.533345 0.477216 -0.521997 -0.1 0.0 0.0 -0.658
C 0.394130 2.608715 -0.109839 0.0 0.0 0.0 -1.201
C -1.048171 2.194797 -0.406630 0.0 0.0 0.1 -0.112
N -1.413082 0.901175 0.247717 0.0 0.0 0.2 -0.932
C -1.330325 2.189551 -1.913896 0.0 0.0 0.0 -1.073
H 0.101126 1.179055 -4.790206 0.0 0.0 0.0 0.398
H -0.594191 2.647812 -4.488837 0.0 0.0 0.1 0.386
H -1.503199 1.265338 -4.412275 0.0 0.0 0.0 0.376
H -0.304170 0.401465 -2.592676 0.0 0.1 0.0 -0.447
H 1.218906 3.053217 -2.717813 0.0 0.0 0.0 0.425
H 1.885962 1.450462 -3.017845 0.0 0.0 0.0 0.508
H 2.413796 2.379933 -0.782111 0.0 0.0 0.0 0.374
H 1.875895 0.432208 0.434936 0.0 0.0 0.0 0.255
H 2.218729 -0.031073 -1.075899 0.0 0.0 0.0 0.310
H 0.472049 3.681204 -0.300740 0.0 0.0 0.0 0.461
H 0.608456 2.484367 0.954487 0.0 0.0 0.0 0.510
H -1.704604 2.950296 0.032420 0.0 0.0 0.0 0.370
H -2.409395 0.747669 0.089503 0.0 0.0 0.0 0.399
H -1.334260 1.033932 1.255925 0.1 0.0 0.0 0.400
H -1.365757 3.240374 -2.221042 0.0 0.0 0.0 0.442
H -2.316869 1.763380 -2.113478 0.0 0.0 0.0 0.464
S -1.817191 -4.260646 0.063147 0.0 0.0 0.0 -0.220
Sb -1.332429 -3.507025 -2.100792 -0.3 -0.4 -0.1 0.476
S -2.283351 -1.273220 -1.713422 -0.1 0.1 -0.1 -0.476
S 0.785976 -2.445580 -1.663711 0.4 0.0 0.1 -0.495
Cl 0.147835 -4.179413 6.364255 0.0 0.0 -0.1 -0.100
C 0.343810 -3.327596 4.912614 -0.1 0.0 0.0 0.509
C -0.804283 -2.859828 4.239497 0.1 0.0 0.0 -0.790
C -0.644141 -2.185635 3.068127 -0.1 0.0 0.1 0.733
Cl -2.012784 -1.560322 2.233999 -0.1 -0.1 0.1 -0.135
C 0.648020 -1.951034 2.481748 0.2 -0.1 -0.1 -0.301
O 0.819384 -1.392955 1.364832 -0.3 0.1 0.2 -0.701
C 1.789416 -2.413179 3.243161 0.0 -0.1 0.1 0.496
Cl 3.336745 -2.104641 2.601589 0.0 0.0 0.0 -0.134
C 1.634044 -3.092595 4.420286 0.0 0.0 -0.1 -0.664
H -1.781273 -3.037025 4.665872 0.0 0.0 0.0 0.483
H 2.491393 -3.452761 4.970476 0.0 0.0 0.0 0.482
```
Forces are in eV/Å.

Output
2S+1 = 6
total charge = +2
E_LUMO (alpha / beta) = -5.5 / -8.2 eV
Kohn-Sham gap (alpha / beta) = 8.2 / 5.6 eV
E = -3613.10848 hartree



Molecular formula: C5H11N2
Method: DFT, ωB97M-V/def2-TZVPD

XYZ file:
```
18
Properties=species:S:1:pos:R:3:forces:R:3:mulliken_charge:R:1
C 0.298123 1.700768 0.062290 -1.2 -5.6 -2.9 0.526
C -1.302540 -0.661540 -0.562179 -3.0 2.5 1.1 -0.648
C 0.041230 -0.078305 -0.670308 -0.9 3.4 3.8 -0.605
C -0.260184 -1.104646 0.362057 0.6 -1.6 0.1 0.494
C 0.140439 -2.553434 0.228641 0.5 -0.5 0.4 -1.506
N -0.729144 2.512603 0.234716 2.3 -0.7 0.0 -0.305
N 1.583097 1.889722 0.156605 3.8 1.4 0.8 -0.405
H -2.133201 0.074970 -0.211840 1.3 -1.6 -0.8 0.152
H -1.583118 -1.400751 -1.303965 -0.2 0.3 0.0 0.272
H 0.691120 -0.261840 -1.418656 2.1 0.0 -2.5 0.516
H 0.016830 -0.985485 1.393282 -1.1 1.5 0.6 0.374
H 1.197295 -2.508855 0.406789 0.8 -0.8 0.3 0.356
H -0.013607 -3.115444 -0.683119 -0.3 0.4 -0.5 0.395
H -0.355097 -3.127942 1.037807 0.4 0.4 -0.4 0.346
H -1.700103 2.286588 0.021894 0.6 0.1 0.1 0.249
H -0.379763 3.406946 0.497661 -1.0 1.3 0.3 0.243
H 2.352471 1.138351 0.048860 -2.6 1.1 0.0 0.291
H 2.136153 2.788296 0.399464 -2.0 -1.5 -0.3 0.255
```
Forces are in eV/Å.

Output
total charge = +1
E_LUMO = -3.3 eV
Kohn-Sham gap = 11.0 eV
E = -306.27965 hartree